The following is a DFT calculation (ωB97M-V/def2-TZVPD) of a cluster of 8 separate species, C23H48Cl9F3O10 in total.

Structure (XYZ):
```
93
Properties=species:S:1:pos:R:3:mulliken_charge:R:1
O -3.5682 -5.2503 1.5422 -0.3029
O 1.4180 5.4603 0.4871 -0.2473
C -4.7484 -4.8415 0.8383 -0.1367
H 2.8723 3.7362 6.7766 0.2430
C -2.8139 -0.8431 -1.5790 1.0552
O -1.8943 1.8397 -3.0451 0.2455
H -5.6402 -4.6077 1.4499 0.3505
Cl 1.2817 -5.1590 -0.3111 -0.1445
C 0.7162 -4.1048 1.0270 0.5377
C 0.8416 3.1267 -1.7655 -0.6823
H -0.2935 1.6451 -4.2749 0.1382
H 1.4608 7.3768 -0.2757 0.3453
H 6.0366 1.1294 -1.2744 0.3619
Cl 2.7283 -0.6968 -4.1489 -0.1651
H 2.9941 6.6887 0.3989 0.2558
C -5.1248 -6.0030 -0.0695 -0.6762
F 4.3997 -1.8956 3.6054 -0.2161
O 5.9327 -0.8537 1.4175 -0.1846
C -2.4114 -1.6775 -4.8555 -0.8732
H -4.5557 -3.9797 0.2090 -0.0088
Cl 1.5192 -3.1986 -5.0071 -0.1516
H 0.9590 3.0514 -2.8445 0.2572
H 0.4575 -1.1495 -4.6115 -0.3307
H -3.1406 0.7143 -4.7972 0.3139
C 5.6479 -2.3342 3.2861 0.9332
H 1.7926 7.2659 1.4515 0.3048
H -2.6741 -1.8820 -5.9236 0.2332
H 0.7994 2.9640 2.8454 0.0634
H -3.6735 -3.7001 2.9149 0.2758
H -3.9387 -7.0908 -2.9015 0.1908
H 0.5567 1.2006 2.7499 0.2968
H 2.5537 1.5472 4.1541 0.2954
Cl -4.3082 0.0461 -1.6394 -0.1395
C 2.6464 2.7752 6.3582 -0.7162
H -3.0882 2.9080 -1.8036 0.2061
C 1.5593 1.8478 4.5458 -0.6019
C -2.0807 0.6695 -5.1157 -0.6048
H -2.7347 -3.3924 1.3393 -0.0516
O -0.2622 4.0571 -1.4888 -0.4162
H 5.5044 -0.5059 -1.1113 0.3229
C 1.9151 6.7649 0.4776 -0.8393
C 6.5137 -1.1463 2.5717 0.2147
Cl 1.6174 -2.6184 0.9022 -0.0135
H -0.3079 -3.9254 0.7757 -0.2300
C 0.5585 2.0792 3.4091 -0.0272
H -2.0302 -4.4592 2.5960 0.1019
H 0.4976 2.1116 -1.4371 0.1967
C 5.5792 0.4180 -0.5564 -1.2472
C -2.9836 -4.1674 2.1365 -0.1639
H 7.4786 0.0022 0.3515 0.2777
H 2.2030 2.0521 7.0923 0.2827
H -3.5970 2.8917 -3.5631 0.3509
H 0.0595 3.3903 0.3995 0.1796
H -0.3239 6.3589 -0.1190 0.5289
H -5.3838 -7.5452 -1.9798 0.3763
F 5.4965 -3.3599 2.5038 -0.2402
O -0.6980 2.2193 4.0181 -0.3694
Cl -1.8590 -0.3594 -0.2486 -0.0534
C -1.5517 3.0943 3.3055 -0.4135
H 4.5632 0.6362 -0.3523 0.3536
H -2.4809 3.0869 3.9079 0.3133
H -0.3824 5.7094 1.4275 0.3643
C -4.3882 -7.2725 -1.8689 -0.8097
C -2.7793 2.9005 -2.8482 -1.0306
C -0.4596 4.1738 -0.1178 -0.1332
O 7.5403 -0.7114 2.9832 -0.5109
O 1.7322 2.9617 5.3213 -0.3074
H -2.0133 0.8943 -6.2258 0.3667
H 1.2400 1.0335 5.2575 0.3376
H -2.2698 -0.6495 -2.4607 -0.9051
H -1.6531 2.7598 2.2672 0.1205
H -1.5519 2.7665 -4.7914 0.5161
H -3.7220 -8.0181 -1.3791 0.2773
C -0.0020 5.4953 0.4513 -0.8223
H 1.7293 3.5162 -1.2513 0.3811
C 6.4365 0.2439 0.6530 -0.1588
Cl 0.8528 -4.9495 2.5846 -0.1527
H -5.0456 -6.8776 0.5397 0.3788
F 6.3278 -2.7394 4.3177 -0.2439
H -1.5754 4.0746 0.1235 0.3101
H 3.5718 2.3156 6.0068 0.2956
C -1.3855 1.7657 -4.3566 -0.5904
Cl -3.1155 -2.6087 -1.5110 -0.0947
O -4.2869 -6.0672 -1.1923 -0.1903
H -3.1621 -1.4825 -4.0759 0.4020
Cl 0.7012 -1.9354 -2.4850 0.0465
H -1.2237 4.1775 3.3591 0.1845
O -1.5006 -0.6163 -4.7600 -0.1780
H -1.8923 -2.5518 -4.5118 0.2272
C 1.2304 -1.7118 -4.1112 0.6653
H 6.4611 1.0716 1.3736 0.3298
H -2.2542 3.8521 -3.0378 0.3595
H -6.1525 -5.9288 -0.4256 0.4099
```

Properties
SMILES string = CCOC(=O)C(F)(F)F.ClC(Cl)Cl.ClC(Cl)Cl.ClC(Cl)Cl.COCCOC.COCCOC.COCCOC.COCCOC
E_LUMO = 0.4240 eV
Highest occupied orbital energy = -9.6 eV
Electronic energy = -165952.72500 eV
Kohn-Sham gap = 9.99 eV
Maximum force = 3.65 eV/Å



The following is a DFT calculation (ωB97M-V/def2-TZVPD) of a cluster of 3 separate species, C23H48N2O12P2SSi in total.

Structure (XYZ):
```
89
Properties=species:S:1:pos:R:3:mulliken_charge:R:1
H -5.1739 2.2821 5.5401 0.3303
P -2.2451 -6.2666 -1.1873 1.0910
O 0.1824 -1.5323 -0.2156 -0.1994
C -4.1704 -8.0068 -0.7634 -0.3175
H 0.7556 0.7608 -4.6838 0.4619
O -0.5808 5.4311 5.7523 -0.3002
C -2.1446 -3.2078 -1.0026 -0.9189
H 1.6301 -8.0447 -1.3954 0.3373
H 5.4380 0.8766 -3.5310 0.3365
O 5.4808 -1.6183 -3.2902 -0.5009
H 1.8303 0.0071 -5.8543 0.4852
C 0.4985 2.7272 4.2612 -0.3833
H -4.2432 4.4600 5.1245 0.3099
H 2.9159 2.1993 1.5699 0.4603
H 2.2640 -1.5545 -3.5132 0.3139
H 1.4710 4.0949 -3.7410 0.4284
C 1.1827 -1.7985 0.6733 -0.0071
H -4.4955 -8.9755 -1.1412 0.3299
C -5.3401 -7.0376 -0.7693 -0.9249
C 0.9056 -1.2633 -1.3364 0.4349
H -6.2043 -7.4748 -0.2682 0.4154
H 2.4232 2.8749 -5.6146 0.4466
C 4.8567 -1.0536 -4.1416 -0.1750
H 0.0200 2.5724 3.2884 0.2814
C 2.5603 4.0404 -3.7912 -0.9042
C -1.7696 7.3890 4.8447 -1.1436
H 3.4166 5.0592 -2.1271 0.3832
H 4.0996 3.4797 -2.3052 0.4419
H 0.7775 -8.3410 -2.9167 0.2920
C -3.8791 3.9449 6.0127 -0.3092
S 0.0747 -0.8880 -2.8261 -0.2906
H -2.4047 7.4605 5.7276 0.2735
O -2.3277 3.9270 3.7992 -0.7690
C 1.5937 3.7735 4.1542 -0.8872
N 2.3589 -1.6861 0.1823 -0.7418
H -1.6525 -3.7797 -0.2075 0.3515
C -3.3943 -3.9054 -1.4986 -0.4635
H 0.5133 -5.9435 -1.0530 0.2742
O 2.7660 2.5732 -0.4300 -0.1981
C 4.7787 0.4359 -4.2828 -0.5293
C -0.4385 6.7493 5.1860 -0.1879
H 1.1031 -1.9231 -4.7820 0.4098
O -3.1021 -7.5821 -1.6082 -0.3513
H 4.2580 -1.6513 -4.8617 0.3876
H 0.9290 1.7757 4.5733 0.3520
C 0.6773 -7.9250 -1.9127 -1.0797
H -0.0754 -8.5228 -1.4004 0.2859
H -2.3910 -2.2289 -0.5925 0.5249
H 2.4182 3.4091 3.5453 0.3367
H 1.3973 2.9382 -1.8785 0.3929
H -3.7994 -8.1550 0.2549 0.2760
H -5.6171 -6.7674 -1.7877 0.2558
N 2.1781 -1.3195 -1.1511 0.1017
H -4.1165 -4.0172 -0.6843 0.2795
H -5.0847 -6.1162 -0.2371 0.1793
C 2.1472 3.5125 -1.3306 -0.6556
H 2.8267 1.1429 -2.5340 0.0081
H -2.3155 6.8109 4.0911 0.3601
H -1.4251 -3.0815 -1.8092 0.1727
H 0.1957 6.6961 4.2965 0.2593
H 0.8698 -5.9667 -2.7641 0.3570
H -4.4017 4.3853 6.8635 0.3614
O 3.0292 4.1403 1.1673 -0.5352
C 3.1584 4.0255 -2.3678 -0.6157
C 3.0562 2.9178 -4.7212 -0.7995
C 2.8967 3.0025 0.8226 -0.0033
H -3.8732 -3.3112 -2.2755 0.3241
H -1.6151 8.3888 4.4383 0.4026
H 0.9107 -2.0814 1.6749 0.4566
H 5.1487 0.7072 -5.2765 0.4613
O -1.4984 -6.6320 0.0384 -0.7770
H 0.0883 7.3531 5.9230 0.3290
H 1.9720 4.0453 5.1393 0.3214
H -3.4507 1.9214 5.3434 0.2778
C 1.6658 0.1635 -4.7865 -0.8363
O -2.4890 4.1991 6.2099 -0.3519
C -4.1785 2.4583 5.9504 -1.0101
C 1.3936 -1.1769 -4.0449 -0.5891
Si 3.0475 1.1696 -3.9883 -0.0486
O -0.4906 3.0608 5.2338 -0.3804
H 1.6137 4.3091 -0.8199 0.4719
P -1.4723 4.3224 4.9425 1.1034
H -4.1369 2.0206 6.9492 0.2864
O -1.0878 -6.2932 -2.3341 -0.3672
H 4.0587 3.1257 -5.1020 0.4057
H 2.8606 4.9835 -4.2554 0.3505
O -3.1121 -5.1973 -2.0737 -0.3115
C 0.2864 -6.4606 -1.9848 -0.2328
H 1.2168 4.6832 3.6783 0.1260
```

Properties
SMILES string = O=CC[Si@@H](CCCCOC=O)CCSc1nnco1.CCOP(=O)(OCC)OCC.CCOP(=O)(OCC)OCC
E_LUMO = 0.2900 eV
Highest occupied orbital energy = -9.3 eV
Electronic energy = -89471.59070 eV
Kohn-Sham gap = 9.55 eV
Maximum force = 6.29 eV/Å